No. 1
{
  "formula": "C36H47N3O2S",
  "method": "wB97M-V/def2-TZVPD",
  "total_charge": 0,
  "mol_weight_g_mol": 585.9,
  "homo_energy_ev": -6.1,
  "gap_ev": 6.56,
  "species": ["C", "C", "C", "C", "S", "C", "C", "O", "O", "C", "C", "H", "H", "H", "H", "H", "H", "H", "H", "C", "C", "C", "C", "C", "C", "C", "C", "C", "C", "C", "C", "N", "N", "N", "C", "C", "C", "C", "C", "C", "C", "C", "C", "C", "C", "C", "C", "C", "C", "C", "H", "H", "H", "H", "H", "H", "H", "H", "H", "H", "H", "H", "H", "H", "H", "H", "H", "H", "H", "H", "H", "H", "H", "H", "H", "H", "H", "H", "H", "H", "H", "H", "H", "H", "H", "H", "H", "H", "H"],
  "coordinates": [[1.5452, -7.6329, 2.5588], [2.5497, -6.9034, 1.9114], [2.3827, -6.5207, 0.5795], [1.2042, -6.8535, -0.0850], [0.9811, -6.3410, -1.8062], [0.1832, -4.7614, -1.6287], [-0.1240, -4.0734, -2.7361], [2.3068, -6.1645, -2.3476], [0.0701, -7.2918, -2.3935], [0.2052, -7.5936, 0.5440], [0.3720, -7.9764, 1.8761], [1.6777, -7.9358, 3.5982], [3.4670, -6.6278, 2.4357], [3.1529, -5.9609, 0.0546], [-0.0040, -4.4518, -0.5950], [-0.6107, -3.1033, -2.6606], [0.1048, -4.4742, -3.7251], [-0.6941, -7.8564, -0.0078], [-0.4188, -8.5423, 2.3730], [-2.4670, -1.8265, 2.1310], [-1.9005, -0.4182, 2.2717], [-1.4689, -0.1274, 3.7074], [-2.9019, 0.6209, 1.7720], [-4.1279, 0.7403, 2.4266], [-5.0728, 1.6699, 2.0011], [-4.7859, 2.5006, 0.9184], [-3.5570, 2.4231, 0.2643], [-3.2615, 3.3310, -0.9250], [-3.8793, 4.7215, -0.7666], [-3.7194, 2.6828, -2.2252], [-2.6189, 1.4590, 0.6816], [-1.3383, 1.3474, 0.0093], [-0.2776, 2.0910, 0.3939], [0.7277, 1.7085, -0.4320], [2.0654, 2.2727, -0.3271], [3.0203, 1.6446, 0.4841], [2.6925, 0.3832, 1.2826], [2.8354, 0.6281, 2.7841], [3.5511, -0.7919, 0.8265], [4.3032, 2.1886, 0.5642], [4.6325, 3.3417, -0.1474], [3.6688, 3.9643, -0.9399], [2.3789, 3.4396, -1.0355], [1.3454, 4.1481, -1.9104], [1.7809, 4.1568, -3.3722], [1.0693, 5.5620, -1.4021], [0.3061, 0.7622, -1.3349], [1.1931, 0.2190, -2.3509], [-1.0249, 0.4939, -1.0706], [-1.9156, -0.3778, -1.6544], [-2.7428, -2.0133, 1.0874], [-1.7252, -2.5732, 2.4331], [-3.3611, -1.9438, 2.7553], [-1.0182, -0.3381, 1.6284], [-1.0385, 0.8779, 3.7749], [-2.3273, -0.1842, 4.3878], [-0.7103, -0.8477, 4.0331], [-4.3342, 0.0840, 3.2762], [-6.0338, 1.7489, 2.5106], [-5.5314, 3.2210, 0.5751], [-2.1694, 3.4494, -0.9603], [-3.5775, 5.1699, 0.1854], [-3.5425, 5.3783, -1.5757], [-4.9738, 4.6706, -0.7997], [-3.2210, 1.7190, -2.3740], [-4.8021, 2.5046, -2.1946], [-3.4957, 3.3326, -3.0783], [1.6432, 0.1400, 1.0798], [2.1869, 1.4549, 3.0944], [2.5463, -0.2654, 3.3488], [3.8716, 0.8866, 3.0342], [3.4211, -0.9729, -0.2468], [4.6114, -0.5834, 1.0161], [3.2691, -1.7033, 1.3653], [5.0465, 1.6871, 1.1904], [5.6406, 3.7533, -0.0864], [3.9095, 4.8686, -1.5059], [0.4144, 3.5753, -1.8325], [1.9520, 3.1352, -3.7311], [1.0080, 4.6162, -3.9980], [2.7126, 4.7244, -3.4878], [0.7293, 5.5266, -0.3613], [1.9790, 6.1725, -1.4506], [0.2880, 6.0396, -2.0034], [0.5939, -0.4930, -2.9359], [1.5811, 0.9933, -3.0364], [2.0524, -0.3240, -1.9204], [-1.5289, -0.9351, -2.4965], [-2.9275, -0.4462, -1.2707]],
  "mulliken_charge": [-0.387, -0.525, -0.332, 0.174, 1.147, -0.292, -0.503, -0.623, -0.623, -0.344, -0.551, 0.368, 0.366, 0.416, 0.500, 0.239, 0.269, 0.396, 0.369, -1.479, 1.589, -1.479, 0.962, -0.186, -1.565, -0.453, 0.909, 1.858, -1.745, -1.287, -2.346, 2.064, -1.078, 1.709, -1.904, 0.917, 1.406, -1.542, -1.404, -0.312, -1.732, -0.231, 1.033, 1.200, -1.336, -1.572, 0.612, -1.405, 1.026, -2.267, 0.331, 0.452, 0.288, -0.592, 0.350, 0.300, 0.403, 0.372, 0.355, 0.222, -0.418, 0.406, 0.437, 0.360, 0.293, 0.313, 0.371, -0.350, 0.354, 0.409, 0.318, 0.260, 0.283, 0.458, 0.361, 0.344, 0.374, -0.300, 0.274, 0.425, 0.287, 0.377, 0.339, 0.418, 0.552, -0.067, -0.052, 0.336, 0.334]
}

No. 2
{
  "formula": "C6H7N3",
  "method": "wB97M-V/def2-TZVPD",
  "total_charge": 0,
  "mol_weight_g_mol": 121.1,
  "smiles": "[H]/N=C(/C#CC#C)NNC",
  "homo_energy_ev": -9.1,
  "gap_ev": 8.52,
  "species": ["H", "N", "C", "C", "C", "C", "C", "N", "N", "C", "H", "H", "H", "H", "H", "H"],
  "coordinates": [[0.0325, -2.9871, -1.3843], [-0.3350, -2.0126, -1.9175], [0.2349, -1.0796, -1.1083], [-0.3481, 0.2079, -1.0697], [-0.6912, 1.3257, -1.1040], [-1.3922, 2.4698, -1.0843], [-2.5292, 3.2302, -1.2800], [1.1776, -1.4345, -0.1137], [1.4426, -0.4140, 0.8635], [0.6507, -0.5510, 2.0882], [-3.2160, 4.0522, -1.2057], [2.1262, -1.8134, -0.3365], [1.2129, 0.6121, 0.4781], [1.1068, -1.4389, 2.6027], [-0.4913, -0.4815, 1.8778], [1.0188, 0.3147, 2.6937]],
  "mulliken_charge": [0.276, -0.649, -0.264, -0.304, 1.456, -0.468, -0.437, -0.124, -0.536, -0.685, 0.367, 0.243, 0.267, 0.258, 0.285, 0.317]
}

No. 3
{
  "formula": "C2H5NP2",
  "method": "wB97M-V/def2-TZVPD",
  "multiplicity": 3,
  "total_charge": 0,
  "mol_weight_g_mol": 105.0,
  "homo_energy_ev": [-6.3, -8.5],
  "gap_ev": [6.56, 6.36],
  "species": ["C", "C", "N", "P", "P", "H", "H", "H", "H", "H"],
  "coordinates": [[-0.3723, -0.2423, 1.5075], [-0.2970, 0.8042, -2.4412], [0.5411, -0.5074, 0.4479], [0.5505, -0.4719, -1.5371], [0.9789, -1.4639, 1.8645], [-0.4384, 0.7447, 1.7983], [-1.4035, -0.7243, 1.5273], [-0.9650, 1.3788, -1.9235], [-0.3141, 0.8860, -3.4852], [1.7199, -0.4040, 2.2414]],
  "mulliken_spin": [0.018, 0.866, 0.227, 0.808, 0.000, 0.006, -0.006, 0.034, 0.034, 0.012]
}

No. 4
{
  "formula": "C6H12N4S",
  "method": "wB97M-V/def2-TZVPD",
  "total_charge": 2,
  "mol_weight_g_mol": 172.3,
  "homo_energy_ev": [-14.0, -14.0],
  "gap_ev": [7.03, 7.03],
  "species": ["C", "C", "C", "C", "C", "C", "N", "N", "N", "N", "S", "H", "H", "H", "H", "H", "H", "H", "H", "H", "H", "H", "H"],
  "coordinates": [[10.7479, -1.9464, -0.6531], [11.1584, -0.7273, -0.9109], [12.0196, -1.4831, 1.0643], [-8.0955, 0.5784, -0.0111], [-8.2443, -0.7009, -0.4853], [12.5663, 0.7719, 0.4587], [11.3098, -2.4631, 0.5435], [11.9033, -0.3524, 0.2513], [-9.2762, 1.4299, 0.1888], [-7.2222, -1.5363, -0.8391], [12.7237, 2.0744, -0.5572], [10.1397, -2.6539, -1.3119], [10.7361, -0.0218, -1.5163], [12.5549, -1.5355, 2.0219], [-7.2320, 1.0366, 0.3961], [-9.2132, -1.0929, -0.6387], [13.3617, 0.9714, 2.1150], [-9.8380, 1.3747, -0.7152], [-8.8912, 2.3949, 0.3534], [-9.9518, 1.2276, 0.9491], [-7.2818, -2.5677, -0.9441], [-6.3627, -1.1032, -0.4802], [13.2638, 2.7935, 0.4721]],
  "mulliken_charge": [-0.251, -0.300, 0.067, -0.393, -0.130, 0.232, -0.429, 0.121, -0.344, -0.402, -0.008, 0.350, 0.333, 0.276, 0.290, 0.325, 0.348, 0.412, 0.385, 0.349, 0.270, 0.237, 0.261]
}